(1)
C14H12GaN2O4Se as an isolated structure at a distorted geometry, computed with ωB97M-V/def2-TZVPD.

Computed properties:
Kohn-Sham gap (alpha / beta): 3.6 / 3.6 eV
E: -5276.120951 hartree
charge: +3

Geometry as XYZ:
```
34
Properties=species:S:1:pos:R:3:forces:R:3
Se -1.751278 1.915817 -0.211368 -0.733 -1.958 -0.082
Ga 0.117005 -0.124986 0.010828 -1.242 3.048 -0.173
O -0.181566 -0.676719 -3.122895 0.596 0.745 4.391
O 0.163677 0.698380 3.117358 0.128 -1.126 -4.124
O 1.007047 3.000315 -0.715310 -0.837 -4.881 1.122
O -1.365667 -2.830667 0.697639 2.905 5.305 -1.308
N -4.201271 0.481232 -1.115844 0.997 0.307 0.309
N -4.432034 1.590915 0.740892 0.660 -0.228 -0.567
C -6.948249 1.563527 0.843016 -1.036 -0.197 0.013
C 0.210859 0.382116 2.017384 0.336 1.088 4.530
C -4.169062 2.414352 1.899122 0.201 0.576 1.122
C -6.640126 0.087052 -1.631524 -0.805 -0.188 0.133
C -5.569885 0.537223 -0.871529 0.567 -0.190 -0.451
C -5.711002 1.239987 0.313918 0.469 0.325 0.229
C -3.498933 1.133685 -0.138247 -1.929 0.424 -0.143
C -8.063308 1.100952 0.115364 0.728 0.321 0.527
C 5.180841 -1.061931 0.005843 -0.449 -0.031 0.030
C -7.914187 0.375883 -1.097568 0.928 -0.230 -0.419
C 0.802318 1.888684 -0.465185 2.385 4.548 -1.188
C -0.802965 -1.844477 0.450856 -3.234 -6.650 1.643
C 4.698456 -2.283945 0.301310 -0.351 0.322 -0.051
C -0.018810 -0.499325 -2.001874 -0.206 -0.930 -5.016
H -3.086673 2.580677 2.021260 -0.554 -0.119 -0.105
H -6.995723 2.136014 1.779039 -0.381 -0.314 -0.518
H -4.547588 1.925267 2.806979 0.086 0.024 -0.301
H 4.541757 -2.600152 1.340128 0.211 0.078 -0.450
H -9.069003 1.308115 0.491106 0.390 -0.064 -0.168
H -8.803824 0.036459 -1.635409 0.324 0.183 0.226
H 4.441240 -3.002304 -0.486962 0.258 0.251 0.348
H -6.442982 -0.463259 -2.568962 -0.523 0.379 0.607
H -4.661133 3.396059 1.827451 0.122 -0.360 -0.231
H -3.778629 0.085586 -1.942142 -0.105 0.092 -0.052
H 5.433032 -0.341171 0.793531 0.023 -0.366 -0.345
H 5.332485 -0.742966 -1.032802 0.070 -0.189 0.460
```
Forces are in eV/Å.

So, what does the Löwdin scheme give us? The charges, in e, come out as:
1 Se 1.020
2 Ga 0.323
3 O 0.313
4 O 0.305
5 O 0.235
6 O 0.320
7 N 0.140
8 N -0.063
9 C 0.043
10 C 0.041
11 C -0.007
12 C 0.037
13 C -0.169
14 C -0.153
15 C -0.540
16 C 0.007
17 C -0.058
18 C 0.005
19 C -0.145
20 C 0.094
21 C -0.065
22 C 0.057
23 H 0.058
24 H 0.138
25 H 0.124
26 H 0.056
27 H 0.136
28 H 0.136
29 H 0.055
30 H 0.141
31 H 0.131
32 H 0.169
33 H 0.059
34 H 0.058



(2)
One molecule with the formula C14H12Si at a distorted geometry, computed with ωB97M-V/def2-TZVPD.

Computed properties:
Kohn-Sham gap: 8.4 eV
SMILES string: C1=C[Si]1(c1ccccc1)c1ccccc1
E: -830.033372 hartree
charge: 0

Geometry as XYZ:
```
27
Properties=species:S:1:pos:R:3:forces:R:3
Si 0.026184 1.095644 0.142707 -0.812 4.087 -0.158
C -4.147336 -1.054062 -0.189033 3.945 -0.468 -0.757
C 3.000942 -1.753747 0.604333 -1.428 1.959 -2.099
C 1.635669 0.227884 -0.057639 0.813 0.550 -0.028
C 0.026614 3.134557 -0.282263 1.244 -1.289 0.697
C -2.734700 0.857228 0.425460 -0.707 -3.105 -1.322
C 3.966226 0.079609 -0.577980 0.808 1.110 -1.308
C 2.814563 0.857859 -0.569518 0.183 -1.126 -0.690
C -1.621171 0.125515 0.019319 1.054 1.786 0.555
C -2.932408 -1.736547 -0.659953 -2.519 -0.583 0.175
C -0.027021 2.812114 1.028990 -1.110 -1.803 -1.734
C -1.732875 -1.163237 -0.480332 -2.142 2.535 0.970
C -4.009002 0.213517 0.318790 -0.488 1.243 1.095
C 4.072707 -1.184667 -0.011993 1.985 1.040 -0.479
C 1.751348 -1.056970 0.445020 0.730 -1.668 1.139
H 3.093236 -2.772436 0.750592 -0.411 -1.919 1.189
H 0.221050 4.124804 -0.848118 -0.856 -1.691 0.901
H -5.070428 -1.520664 -0.181167 -1.651 -0.870 -0.243
H 0.867002 -1.630085 0.760652 0.228 0.536 -0.028
H 4.833959 0.397917 -1.221361 -0.900 0.002 0.996
H 5.101378 -1.590778 -0.179506 -1.257 -0.417 0.618
H 2.878068 1.772797 -1.192672 -0.676 -0.422 0.936
H -2.823542 -2.711599 -1.182781 -1.153 0.569 0.584
H -0.397430 3.227234 1.957355 0.669 0.530 0.125
H -4.944966 0.693090 0.729682 1.236 -0.300 -0.599
H -0.937254 -1.632940 -0.837614 3.542 -1.987 -1.335
H -2.551758 1.842605 0.692890 -0.328 1.700 0.799
```
Forces are in eV/Å.

So, what does the Löwdin scheme give us? The charges, in e, come out as:
1 Si 0.817
2 C -0.058
3 C -0.065
4 C -0.299
5 C -0.150
6 C -0.080
7 C -0.118
8 C -0.077
9 C -0.258
10 C -0.057
11 C -0.241
12 C -0.149
13 C -0.083
14 C -0.115
15 C -0.099
16 H 0.078
17 H 0.059
18 H 0.070
19 H 0.098
20 H 0.117
21 H 0.120
22 H 0.114
23 H 0.116
24 H 0.032
25 H 0.119
26 H 0.051
27 H 0.059



(3)
C14H13AsFN3O6RuS3 as an isolated structure, computed with ωB97M-V/def2-TZVPD.

Computed properties:
Kohn-Sham gap: 7.3 eV
E: -4782.066625 hartree
charge: 0

Geometry as XYZ:
```
42
Properties=species:S:1:pos:R:3:forces:R:3
Ru -0.576464 -0.605718 -0.985001 0.054 -0.103 0.142
As 1.491848 0.583871 1.329164 0.000 0.078 0.057
S 1.544004 -0.539334 -1.877793 -0.079 -0.117 -0.157
S 2.254086 -1.443759 -4.673437 0.048 0.035 -0.047
S -1.689107 1.819634 -0.426968 0.067 0.286 0.004
F -1.727978 -0.077018 -2.474879 0.028 -0.074 -0.012
O -2.132207 0.454390 0.053815 0.051 0.011 -0.035
O -1.495502 2.611849 0.990995 0.063 -0.234 0.173
O 0.450302 -0.650093 0.781253 -0.224 0.244 0.090
O 1.700429 0.060128 3.004492 0.016 -0.064 -0.037
O 2.894261 0.690796 0.517486 0.035 -0.063 -0.017
O -0.264414 1.539747 -0.874892 -0.070 -0.035 -0.040
N 0.162658 -2.225519 -3.393685 -0.010 -0.014 -0.206
N -0.570897 -2.186338 -2.264137 -0.049 0.052 0.220
N -1.544334 -2.093214 0.001698 0.021 -0.024 -0.237
C -2.950823 -4.000992 -0.265252 -0.016 -0.019 0.022
C -2.735230 -2.926473 1.862415 0.018 0.006 -0.036
C 1.815140 4.351151 2.808815 -0.026 0.012 -0.005
C 0.628939 5.039579 2.599074 0.025 -0.004 0.009
C 3.474958 -0.201485 -4.205171 -0.037 0.025 -0.009
C 1.191322 -1.433522 -3.309155 0.000 -0.011 0.124
C 0.859246 2.366007 1.763221 0.018 0.004 0.008
C -1.467312 -3.092052 -2.081428 0.126 0.012 -0.038
C 1.918624 3.040857 2.387514 0.001 -0.005 -0.012
C -1.862390 -2.017127 1.294616 -0.054 0.016 0.051
C -0.314890 3.082244 1.550033 -0.034 0.052 -0.049
C -3.298291 -3.917933 1.070780 0.009 0.012 -0.006
C -2.053353 -3.074579 -0.770357 0.020 -0.075 0.033
C -0.420326 4.406582 1.966762 -0.021 -0.003 -0.024
H 0.522877 6.068181 2.917793 0.000 -0.001 0.000
H -1.646111 -3.842222 -2.838868 -0.023 -0.005 0.019
H -1.399184 -1.212392 1.842207 -0.013 0.007 0.007
H 2.852354 2.513561 2.533747 -0.002 -0.009 -0.005
H -3.348644 -4.768841 -0.913224 0.001 -0.003 0.006
H 4.068113 -0.026860 -5.100580 0.018 -0.025 0.005
H 2.239365 -0.740720 3.018922 0.018 0.018 -0.001
H 2.981735 0.723786 -3.916419 0.025 0.007 -0.006
H 4.117411 -0.554310 -3.402475 -0.009 0.001 0.010
H -2.974377 -2.841383 2.912003 0.001 0.003 0.001
H -1.355609 4.916082 1.778832 0.004 0.005 0.004
H -3.996360 -4.626161 1.496307 0.002 -0.002 -0.002
H 2.656131 4.829598 3.291777 -0.002 0.001 0.000
```
Forces are in eV/Å.

So, what does the Löwdin scheme give us? The charges, in e, come out as:
1 Ru 1.310
2 As 0.872
3 S 0.792
4 S 0.902
5 S 0.891
6 F -0.484
7 O -0.513
8 O -0.263
9 O -0.612
10 O -0.237
11 O -0.479
12 O -0.569
13 N -0.053
14 N -0.189
15 N -0.029
16 C 0.004
17 C -0.018
18 C -0.075
19 C -0.070
20 C -0.418
21 C -1.025
22 C -0.178
23 C -0.024
24 C -0.096
25 C -0.079
26 C -0.291
27 C -0.036
28 C -0.220
29 C -0.014
30 H 0.107
31 H 0.144
32 H 0.112
33 H 0.102
34 H 0.122
35 H 0.036
36 H 0.048
37 H 0.031
38 H 0.040
39 H 0.116
40 H 0.122
41 H 0.116
42 H 0.106



Q: charge of number 2 (C14H12Si)?
A: 0



Repeat the second record exactly.
One molecule with the formula C14H12Si at a distorted geometry, computed with ωB97M-V/def2-TZVPD.

Computed properties:
Kohn-Sham gap: 8.4 eV
SMILES string: C1=C[Si]1(c1ccccc1)c1ccccc1
E: -830.033372 hartree
charge: 0

Geometry as XYZ:
```
27
Properties=species:S:1:pos:R:3:forces:R:3
Si 0.026184 1.095644 0.142707 -0.812 4.087 -0.158
C -4.147336 -1.054062 -0.189033 3.945 -0.468 -0.757
C 3.000942 -1.753747 0.604333 -1.428 1.959 -2.099
C 1.635669 0.227884 -0.057639 0.813 0.550 -0.028
C 0.026614 3.134557 -0.282263 1.244 -1.289 0.697
C -2.734700 0.857228 0.425460 -0.707 -3.105 -1.322
C 3.966226 0.079609 -0.577980 0.808 1.110 -1.308
C 2.814563 0.857859 -0.569518 0.183 -1.126 -0.690
C -1.621171 0.125515 0.019319 1.054 1.786 0.555
C -2.932408 -1.736547 -0.659953 -2.519 -0.583 0.175
C -0.027021 2.812114 1.028990 -1.110 -1.803 -1.734
C -1.732875 -1.163237 -0.480332 -2.142 2.535 0.970
C -4.009002 0.213517 0.318790 -0.488 1.243 1.095
C 4.072707 -1.184667 -0.011993 1.985 1.040 -0.479
C 1.751348 -1.056970 0.445020 0.730 -1.668 1.139
H 3.093236 -2.772436 0.750592 -0.411 -1.919 1.189
H 0.221050 4.124804 -0.848118 -0.856 -1.691 0.901
H -5.070428 -1.520664 -0.181167 -1.651 -0.870 -0.243
H 0.867002 -1.630085 0.760652 0.228 0.536 -0.028
H 4.833959 0.397917 -1.221361 -0.900 0.002 0.996
H 5.101378 -1.590778 -0.179506 -1.257 -0.417 0.618
H 2.878068 1.772797 -1.192672 -0.676 -0.422 0.936
H -2.823542 -2.711599 -1.182781 -1.153 0.569 0.584
H -0.397430 3.227234 1.957355 0.669 0.530 0.125
H -4.944966 0.693090 0.729682 1.236 -0.300 -0.599
H -0.937254 -1.632940 -0.837614 3.542 -1.987 -1.335
H -2.551758 1.842605 0.692890 -0.328 1.700 0.799
```
Forces are in eV/Å.

So, what does the Löwdin scheme give us? The charges, in e, come out as:
1 Si 0.817
2 C -0.058
3 C -0.065
4 C -0.299
5 C -0.150
6 C -0.080
7 C -0.118
8 C -0.077
9 C -0.258
10 C -0.057
11 C -0.241
12 C -0.149
13 C -0.083
14 C -0.115
15 C -0.099
16 H 0.078
17 H 0.059
18 H 0.070
19 H 0.098
20 H 0.117
21 H 0.120
22 H 0.114
23 H 0.116
24 H 0.032
25 H 0.119
26 H 0.051
27 H 0.059